Entry 1:
Formula: C33H58ClInNO2P2
Source: OMol25
Level of theory: ωB97M-V with the def2-TZVPD basis set

The calculation puts the gap between HOMO and LUMO (alpha / beta) at 3.290 / 3.534 eV. The charge is -1.

Geometry (Å):
In1 0.265 -0.837 -0.477
P1 -0.311 -2.873 -1.820
C1 0.806 -3.362 -3.226
C2 -0.036 -4.040 -0.345
C3 -2.053 -3.006 -2.453
C4 2.117 -2.560 -3.253
H1 0.239 -3.081 -4.131
C5 1.055 -4.876 -3.254
H2 1.714 -5.174 -2.431
H3 1.553 -5.155 -4.193
H4 0.129 -5.460 -3.192
H5 1.944 -1.509 -3.508
H6 2.788 -2.973 -4.019
H7 2.651 -2.588 -2.295
H8 -1.999 -2.408 -3.380
C6 -3.138 -2.352 -1.577
C7 -2.399 -4.459 -2.809
H9 -1.832 -4.811 -3.679
H10 -3.466 -4.549 -3.061
H11 -2.202 -5.131 -1.960
H12 -2.781 -1.479 -1.014
H13 -3.589 -3.068 -0.879
H14 -3.944 -1.979 -2.227
C8 1.420 -3.931 0.144
H15 -0.235 -5.075 -0.679
C9 -1.016 -3.697 0.793
H16 2.155 -4.268 -0.596
H17 1.563 -4.522 1.059
H18 1.693 -2.893 0.400
H19 -0.850 -2.679 1.185
H20 -0.857 -4.377 1.644
H21 -2.072 -3.756 0.500
Cl1 2.580 -0.400 0.202
H22 0.732 0.395 -3.608
H23 0.090 0.023 -3.736
P2 0.655 3.054 -1.762
C10 -0.677 3.675 -2.848
C11 0.677 3.959 -0.104
C12 2.257 3.162 -2.634
C13 -1.923 2.780 -2.721
H24 -0.262 3.543 -3.863
C14 -0.964 5.162 -2.634
H25 -1.522 5.336 -1.705
H26 -1.584 5.521 -3.469
H27 -0.045 5.765 -2.624
H28 -1.756 1.812 -3.202
H29 -2.791 3.242 -3.203
H30 -2.187 2.577 -1.678
H31 2.052 2.650 -3.591
C15 3.383 2.372 -1.941
C16 2.592 4.627 -2.916
H32 1.877 5.067 -3.626
H33 3.589 4.680 -3.373
H34 2.600 5.223 -1.990
H35 3.009 1.500 -1.392
H36 3.959 2.988 -1.244
H37 4.089 1.991 -2.689
C17 -0.680 3.867 0.602
H38 0.904 5.005 -0.370
C18 1.783 3.400 0.810
H39 -1.503 4.228 -0.024
H40 -0.672 4.469 1.523
H41 -0.879 2.826 0.891
H42 1.663 2.307 0.927
H43 1.702 3.863 1.808
H44 2.798 3.602 0.430
C19 2.965 1.563 3.961
C20 2.288 0.230 3.808
C21 3.087 -0.895 3.617
C22 2.530 -2.158 3.459
C23 1.150 -2.295 3.454
C24 0.319 -1.166 3.609
N1 -1.054 -1.430 3.560
C25 -2.214 -0.607 3.511
C26 -3.029 -0.596 4.649
C27 -4.271 0.028 4.636
C28 -4.744 0.642 3.468
C29 -3.927 0.682 2.335
C30 -2.656 0.104 2.359
C31 -1.796 0.176 1.147
O1 -2.254 0.391 -0.001
O2 -0.523 -0.023 1.350
C32 0.890 0.119 3.813
C33 0.078 1.363 3.939
H45 2.798 2.217 3.090
H46 2.637 2.101 4.861
H47 4.046 1.410 4.049
H48 4.165 -0.752 3.608
H49 3.171 -3.031 3.339
H50 0.689 -3.280 3.304
H51 -1.294 -2.410 3.713
H52 -2.664 -1.102 5.543
H53 -4.894 0.014 5.529
H54 -5.735 1.106 3.444
H55 -4.252 1.145 1.402
H56 -0.968 1.167 4.170
H57 0.477 1.988 4.746
H58 0.127 1.964 3.017

Entry 2:
Formula: C33H58N4O3S
Source: OMol25
Level of theory: ωB97M-V with the def2-TZVPD basis set

Its multiplicity is 3. The expectation value of S² is 2.008. The calculation puts the gap between HOMO and LUMO (alpha / beta) at 8.275 / 8.288 eV.

Geometry (Å):
C1 -0.325 -4.870 4.495
O1 -1.628 -4.789 5.049
C2 -2.516 -5.734 4.400
C3 -2.310 -7.106 5.088
C4 -2.893 -8.348 4.323
C5 -2.909 -8.242 2.768
C6 -1.501 -8.610 2.179
C7 -1.251 -8.063 0.747
C8 -0.938 -6.514 0.811
C9 -2.051 -5.648 0.136
C10 -1.521 -4.490 -0.732
C11 -0.312 -4.491 -1.406
C12 0.223 -3.388 -2.203
C13 -0.525 -2.233 -2.348
C14 -1.808 -2.185 -1.692
N1 -2.624 -1.108 -1.754
S1 -3.928 -1.515 -0.849
N2 -3.554 -3.035 -0.360
C15 -2.340 -3.290 -0.874
H1 -0.082 -5.884 4.105
H2 -0.176 -4.161 3.649
H3 0.416 -4.661 5.292
H4 -2.254 -5.710 3.325
H5 -3.536 -5.321 4.517
H6 -2.862 -7.050 6.053
H7 -1.258 -7.298 5.378
H8 -2.222 -9.205 4.564
H9 -3.892 -8.654 4.692
H10 -3.321 -7.297 2.369
H11 -3.592 -9.045 2.411
H12 -1.496 -9.723 2.100
H13 -0.676 -8.368 2.881
H14 -0.352 -8.578 0.353
H15 -2.097 -8.222 0.053
H16 -0.811 -6.200 1.866
H17 0.059 -6.386 0.347
H18 -2.788 -6.267 -0.418
H19 -2.634 -5.170 0.956
H20 0.318 -5.393 -1.348
H21 1.216 -3.519 -2.657
H22 -0.131 -1.388 -2.930
C16 0.047 2.673 -6.222
C17 -0.097 2.475 -4.688
C18 -0.113 3.836 -3.976
C19 1.256 4.513 -3.912
C20 2.293 3.563 -3.324
C21 2.349 2.216 -4.052
N3 1.000 1.590 -4.192
O2 0.645 1.125 -3.018
C22 3.000 2.420 -5.436
C23 3.330 1.289 -3.323
C24 -1.481 1.833 -4.517
H23 0.409 3.669 -6.483
H24 0.717 1.937 -6.666
H25 -0.905 2.541 -6.740
H26 -0.481 3.710 -2.952
H27 -0.822 4.504 -4.472
H28 1.559 4.851 -4.906
H29 1.184 5.408 -3.290
H30 3.274 4.045 -3.354
H31 2.067 3.406 -2.264
H32 2.981 1.496 -6.017
H33 4.046 2.711 -5.326
H34 2.533 3.205 -6.028
H35 3.064 1.137 -2.277
H36 4.334 1.717 -3.330
H37 3.382 0.312 -3.809
H38 -1.525 0.856 -5.004
H39 -2.246 2.466 -4.970
H40 -1.763 1.707 -3.471
C25 2.496 6.045 3.710
C26 1.940 6.535 2.344
C27 0.557 7.176 2.533
C28 -0.559 6.164 2.795
C29 -0.564 5.082 1.719
C30 0.802 4.407 1.550
N4 1.908 5.396 1.379
O3 1.825 5.891 0.166
C31 1.066 3.502 2.771
C32 0.737 3.425 0.376
C33 2.919 7.635 1.910
H41 1.719 5.959 4.471
H42 2.998 5.082 3.622
H43 3.251 6.724 4.109
H44 0.294 7.752 1.640
H45 0.592 7.894 3.356
H46 -0.444 5.722 3.788
H47 -1.521 6.683 2.798
H48 -1.320 4.333 1.966
H49 -0.880 5.530 0.770
H50 2.067 3.067 2.726
H51 0.356 2.673 2.793
H52 0.958 4.011 3.727
H53 0.441 3.906 -0.557
H54 -0.001 2.644 0.567
H55 1.701 2.936 0.219
H56 3.922 7.231 1.758
H57 2.981 8.405 2.681
H58 2.609 8.138 0.994

Entry 3:
Formula: C33H59N7O4P2SiTeV
Source: OMol25
Level of theory: ωB97M-V with the def2-TZVPD basis set

Its multiplicity is 2. The expectation value of S² is 1.207. The calculation puts the gap between HOMO and LUMO (alpha / beta) at 6.466 / 5.689 eV.

Geometry (Å):
V1 -0.618 -0.038 -0.726
C1 -3.542 3.394 2.404
N1 -2.120 3.517 2.639
C2 -1.763 4.416 3.712
P1 -1.152 2.203 2.315
O1 -1.645 1.387 1.210
O2 -1.171 1.356 3.738
P2 -0.659 -0.200 3.633
O3 0.339 -0.392 2.585
N2 -1.998 -1.173 3.480
C3 -2.471 -1.484 2.143
C4 -3.059 -0.990 4.447
N3 -0.180 -0.507 5.213
C5 0.057 0.516 6.204
C6 0.693 -1.653 5.320
N4 0.379 2.833 2.189
C7 1.384 2.663 3.215
C8 0.929 2.890 0.845
H1 -3.945 4.368 2.117
H2 -4.080 3.039 3.292
H3 -3.695 2.697 1.582
H4 -2.229 5.384 3.527
H5 -0.683 4.535 3.719
H6 -2.095 4.049 4.689
H7 -1.624 -1.481 1.452
H8 -3.207 -0.753 1.792
H9 -2.931 -2.475 2.148
H10 -2.613 -0.748 5.410
H11 -3.626 -1.918 4.536
H12 -3.743 -0.183 4.159
H13 -0.600 1.359 6.008
H14 1.097 0.865 6.201
H15 -0.168 0.108 7.193
H16 0.526 -2.290 4.455
H17 0.463 -2.213 6.229
H18 1.749 -1.363 5.348
H19 0.910 2.671 4.194
H20 2.093 3.492 3.154
H21 1.935 1.724 3.096
H22 0.118 2.843 0.118
H23 1.632 2.070 0.665
H24 1.457 3.839 0.708
C9 2.935 -3.960 2.493
N5 2.647 -2.717 1.845
C10 3.574 -1.615 1.837
C11 2.867 -0.656 0.859
O4 3.272 0.444 0.509
N6 1.738 -1.242 0.430
C12 1.612 -2.418 1.023
N7 0.542 -3.184 0.822
H25 3.893 -4.353 2.135
H26 2.157 -4.688 2.269
H27 2.989 -3.830 3.579
H28 4.561 -1.914 1.463
H29 3.690 -1.168 2.830
H30 -0.008 -2.917 -0.024
H31 0.536 -4.137 1.140
C13 1.882 -3.847 -2.512
C14 0.361 -4.049 -2.617
C15 -0.025 -5.352 -1.903
C16 -0.042 -4.127 -4.093
C17 -0.281 -2.880 -1.999
C18 -0.679 -1.829 -1.519
H32 2.418 -4.699 -2.930
H33 2.185 -3.722 -1.473
H34 2.178 -2.948 -3.052
H35 0.391 -6.209 -2.432
H36 -1.106 -5.460 -1.860
H37 0.360 -5.368 -0.885
H38 0.494 -4.928 -4.601
H39 0.184 -3.187 -4.587
H40 -1.110 -4.306 -4.183
C19 -4.105 0.675 -0.787
Si1 -2.484 1.008 -1.826
C20 -2.301 2.953 -1.736
C21 -3.072 0.746 -3.664
H41 -4.983 1.201 -1.154
H42 -3.939 0.999 0.238
H43 -4.346 -0.386 -0.748
H44 -3.091 3.478 -2.271
H45 -1.351 3.277 -2.162
H46 -2.326 3.287 -0.698
H47 -4.054 1.179 -3.836
H48 -3.134 -0.311 -3.908
H49 -2.379 1.201 -4.370
Te1 1.724 0.151 -1.998
C22 1.488 -0.407 -4.062
C23 0.264 -0.619 -4.676
C24 0.213 -0.882 -6.036
C25 1.378 -0.949 -6.781
C26 2.605 -0.767 -6.165
C27 2.656 -0.501 -4.808
C28 1.814 2.191 -2.593
C29 2.629 3.056 -1.873
C30 2.599 4.417 -2.125
C31 1.788 4.915 -3.131
C32 1.003 4.051 -3.878
C33 0.996 2.696 -3.597
H50 -0.634 -0.579 -4.074
H51 -0.740 -1.029 -6.520
H52 1.334 -1.143 -7.842
H53 3.517 -0.825 -6.743
H54 3.606 -0.348 -4.304
H55 3.277 2.640 -1.112
H56 3.205 5.094 -1.536
H57 1.755 5.978 -3.329
H58 0.377 4.442 -4.668
H59 0.361 2.025 -4.158

Entry 4:
Formula: C33H61BiI2N6O8P2S4SbSi
Source: OMol25
Level of theory: ωB97M-V with the def2-TZVPD basis set

The energy relative to the best compared isomer or geometry (same formula, charge and spin) comes out at 2.5 kJ/mol. The calculation puts the gap between HOMO and LUMO at 6.412 eV. The charge is -1.

Geometry (Å):
Bi1 1.135 -0.446 0.768
C1 2.685 -1.427 -5.011
N1 1.419 -1.740 -4.365
C2 1.190 -3.169 -4.138
P1 0.586 -0.728 -3.386
O1 0.298 -1.131 -2.003
O2 1.459 0.638 -3.489
P2 2.053 1.681 -2.416
O3 1.711 1.372 -1.009
N2 3.662 1.839 -2.611
C3 4.621 1.517 -1.557
C4 4.243 1.980 -3.932
N3 1.453 3.066 -3.097
C5 1.832 4.310 -2.436
C6 0.153 3.145 -3.746
N4 -0.820 -0.415 -4.191
C7 -0.864 -0.230 -5.626
C8 -1.941 0.182 -3.474
H1 2.759 -2.025 -5.924
H2 3.535 -1.657 -4.365
H3 2.720 -0.377 -5.292
H4 1.119 -3.681 -5.102
H5 0.257 -3.312 -3.596
H6 1.999 -3.593 -3.539
H7 4.109 1.410 -0.606
H8 5.350 2.331 -1.490
H9 5.129 0.577 -1.775
H10 3.476 2.238 -4.661
H11 4.732 1.050 -4.239
H12 4.992 2.777 -3.927
H13 2.842 4.229 -2.037
H14 1.156 4.552 -1.611
H15 1.812 5.123 -3.165
H16 -0.102 2.193 -4.202
H17 0.200 3.901 -4.535
H18 -0.639 3.428 -3.048
H19 -0.049 -0.773 -6.099
H20 -0.797 0.828 -5.911
H21 -1.810 -0.618 -6.014
H22 -1.805 0.068 -2.402
H23 -2.869 -0.325 -3.750
H24 -2.045 1.247 -3.717
S1 4.421 -2.137 -1.870
Sb1 4.805 -2.316 0.374
S2 3.567 -0.481 1.397
S3 1.356 -3.348 0.624
S4 3.180 -4.125 1.050
O4 -1.758 -1.501 0.022
N5 -2.251 -2.544 -0.388
I1 0.362 -2.651 2.881
I2 -1.065 -2.477 5.658
N6 -1.805 -3.643 0.093
C9 -2.054 -4.781 0.586
C10 -3.091 -4.923 1.641
C11 -3.938 -6.030 1.663
C12 -4.916 -6.130 2.639
C13 -5.036 -5.141 3.607
C14 -4.187 -4.045 3.594
C15 -3.223 -3.927 2.605
C16 -1.209 -5.923 0.170
C17 -0.970 -6.989 1.032
C18 -0.106 -8.006 0.653
C19 0.518 -7.964 -0.585
C20 0.282 -6.901 -1.448
C21 -0.573 -5.882 -1.070
H25 -3.834 -6.803 0.912
H26 -5.580 -6.985 2.649
H27 -5.786 -5.234 4.382
H28 -4.251 -3.287 4.363
H29 -2.541 -3.086 2.608
H30 -1.428 -7.003 2.012
H31 0.096 -8.821 1.336
H32 1.204 -8.750 -0.871
H33 0.789 -6.853 -2.404
H34 -0.736 -5.030 -1.717
C22 -2.557 3.831 1.251
C23 -2.143 2.609 0.437
C24 -3.327 1.671 0.245
C25 -1.567 3.032 -0.908
O5 -1.132 1.852 1.099
Si1 0.035 2.307 2.167
O6 0.979 1.020 2.328
O7 -0.584 2.840 3.587
C26 -1.089 2.038 4.674
C27 -1.834 3.010 5.577
C28 0.081 1.405 5.416
C29 -2.041 0.976 4.139
O8 0.780 3.608 1.488
C30 1.783 4.437 2.082
C31 2.577 5.018 0.920
C32 2.704 3.613 2.978
C33 1.100 5.545 2.875
H35 -3.319 4.392 0.703
H36 -1.705 4.487 1.431
H37 -2.969 3.533 2.215
H38 -4.108 2.153 -0.347
H39 -3.745 1.391 1.213
H40 -3.003 0.759 -0.257
H41 -2.326 3.509 -1.534
H42 -1.181 2.148 -1.420
H43 -0.738 3.724 -0.752
H44 -1.157 3.794 5.922
H45 -2.239 2.489 6.447
H46 -2.657 3.478 5.033
H47 0.715 2.186 5.844
H48 0.679 0.797 4.738
H49 -0.280 0.758 6.217
H50 -2.875 1.448 3.614
H51 -2.427 0.364 4.955
H52 -1.531 0.302 3.448
H53 3.032 4.208 0.346
H54 3.365 5.683 1.281
H55 1.916 5.585 0.262
H56 3.094 2.752 2.434
H57 2.168 3.243 3.854
H58 3.541 4.225 3.323
H59 0.500 6.170 2.210
H60 1.844 6.178 3.365
H61 0.447 5.113 3.634

In Ha, the E values for the records above are, in order, -2830.4800, -2134.9536, -4161.3705, -5840.2634.